(1)
C20H19N7O2S | wB97M-V/def2-TZVPD

Last column: Mulliken charge in e.
CARTESIAN COORDINATES (ANGSTROEM)
1 N 7.297426 -4.973205 1.704588  -0.3965
2 C 7.674102 -3.911383 0.968827  0.5841
3 O 8.882904 -3.888811 0.718375  -0.6486
4 C 6.759231 -2.816453 0.689240  0.4397
5 C 7.143632 -1.611221 0.088281  -0.7858
6 N 6.125927 -0.658580 0.002099  -0.4457
7 C 4.995852 -1.106545 0.481154  0.4783
8 C 3.799396 -0.275547 0.460788  0.8918
9 C 2.546067 -0.889410 0.442934  -1.0601
10 N 1.324529 -0.206564 0.247572  -0.5563
11 C 1.370800 1.104949 0.133541  0.4070
12 N 0.206257 1.852613 -0.034340  -0.1029
13 C -1.167645 1.496830 -0.019267  0.7634
14 C -1.649143 0.242435 0.376866  -0.4907
15 C -3.030021 -0.059833 0.300095  -0.5952
16 C -3.936473 0.941593 -0.089934  -0.0027
17 N -5.246221 0.575968 -0.400817  0.2845
18 C -6.138610 -0.033141 0.633905  -0.6081
19 C -7.204300 -0.912166 -0.084423  -0.5556
20 O -7.892357 -0.183047 -1.091170  -0.3634
21 C -7.019646 0.312740 -2.094162  -0.7746
22 C -5.923666 1.232395 -1.555100  -0.6282
23 C -3.475076 2.208443 -0.380841  -0.5331
24 C -2.098752 2.499296 -0.318961  -0.7266
25 C 2.628287 1.816334 0.091458  0.5666
26 N 2.863590 3.094320 -0.120481  -0.7104
27 C 4.223457 3.202247 -0.181812  -0.7264
28 C 4.830806 1.989274 0.057651  -0.0874
29 N 3.801624 1.105739 0.256343  0.1534
30 S 5.045007 -2.780760 1.035730  -0.2818
31 H 6.446231 -4.870172 2.245187  0.1709
32 H 7.979676 -5.636568 1.973294  0.2320
33 H 8.157333 -1.377099 -0.265503  0.4178
34 H 2.463537 -1.975167 0.519488  0.2720
35 H 0.420903 2.820011 -0.217112  0.1977
36 H -1.033931 -0.584851 0.651952  0.3520
37 H -3.377025 -1.068033 0.496838  0.4136
38 H -6.605237 0.748206 1.230832  0.2811
39 H -5.570084 -0.616028 1.366293  0.4092
40 H -7.964873 -1.304856 0.648278  0.3111
41 H -6.713311 -1.789222 -0.524620  0.3294
42 H -7.582256 0.848090 -2.850987  0.3498
43 H -6.517864 -0.513973 -2.582886  0.3881
44 H -6.357085 2.173872 -1.239080  0.3381
45 H -5.219220 1.422275 -2.347241  0.4455
46 H -4.190020 3.013590 -0.606015  0.3380
47 H -1.727549 3.493838 -0.538872  0.3820
48 H 4.776903 4.103239 -0.306228  0.4502
49 H 5.876886 1.744339 0.028244  0.4324

Forces on atoms 1 to 3 (eV/Å):
-3.11 0.49 0.31
3.28 -0.90 0.94
-0.74 1.08 -1.16

The structure (SMILES) is NC(=O)c1cnc(-c2cnc(Nc3ccc(N4CCOCC4)cc3)c3nccn23)s1. The calculation puts the energy above the lowest of the compared OMol25 structures with the same formula, charge and spin at 0.000 eV. The value obtained for the HOMO-LUMO gap is 6.71 eV.

=====

(2)
C20H20AuN4O2S3Sb | wB97M-V/def2-TZVPD

Last column: Mulliken charge in e.
CARTESIAN COORDINATES (ANGSTROEM)
1 Au 0.233657 -0.003478 -0.938994  0.0975
2 N 1.166657 -4.024078 -1.027294  -0.0508
3 C 2.470557 -3.578078 -1.047594  0.7350
4 C 3.691757 -4.222378 -1.166594  -1.0548
5 C 4.821257 -3.415578 -1.156294  -0.5156
6 C 4.742457 -2.019778 -1.047094  -0.6945
7 C 3.530757 -1.369678 -0.950694  -0.9321
8 C 2.385357 -2.168478 -0.951394  1.0734
9 N 1.061057 -1.821678 -0.887894  -0.2719
10 C 0.354757 -2.952478 -0.938194  0.8071
11 C -1.087743 -3.011678 -0.931494  -0.6124
12 C -1.850943 -3.992178 -1.526794  -0.4359
13 S -3.512643 -3.654578 -1.367094  -0.0693
14 C -3.093843 -2.226878 -0.498794  -0.4794
15 N -1.826143 -2.018978 -0.347994  0.3511
16 H 0.873257 -4.989678 -1.045694  0.2757
17 H 3.767057 -5.292078 -1.282094  0.4383
18 H 5.790657 -3.878278 -1.247294  0.4146
19 H 5.655957 -1.446378 -1.059894  0.4436
20 H 3.448057 -0.294578 -0.893594  0.4228
21 H -1.503143 -4.848378 -2.067994  0.4423
22 H -3.838743 -1.558778 -0.109494  0.4233
23 C -0.280243 -2.404278 2.593706  -1.2328
24 Sb -0.696743 -0.392778 1.920506  0.9864
25 C 0.729957 0.725322 3.083306  -1.0780
26 C -2.589843 -0.043978 2.930106  -1.0779
27 H -0.280443 -2.378678 3.678206  0.5249
28 H 0.691257 -2.730978 2.243606  0.4145
29 H -1.045643 -3.086978 2.246806  0.3841
30 H 0.438557 0.688322 4.129106  0.4813
31 H 0.760357 1.750222 2.729606  0.3632
32 H 1.711357 0.280122 2.949906  0.4104
33 H -2.383443 -0.048478 3.996906  0.4429
34 H -3.284243 -0.839978 2.681506  0.3879
35 H -3.005043 0.913722 2.638006  0.3828
36 O 0.968057 2.754122 0.721706  -0.5856
37 S 0.708457 2.979522 -0.671594  1.0483
38 O 1.760057 2.777722 -1.601194  -0.5616
39 N -0.530343 1.829322 -1.007594  -0.3351
40 C -1.709243 2.393222 -0.979094  0.7356
41 S -3.134543 1.518122 -0.926994  -0.3326
42 C -1.680543 3.855222 -0.980794  0.2164
43 C -2.773143 4.706122 -1.099794  -0.6878
44 C -2.533143 6.069722 -1.176894  -0.6144
45 C -1.240043 6.568322 -1.128694  -0.5275
46 C -0.139643 5.722522 -0.981194  -0.6801
47 C -0.388943 4.374322 -0.913494  0.3581
48 H -3.771743 4.297622 -1.151894  0.4396
49 H -3.361643 6.753922 -1.286694  0.4211
50 H -1.080343 7.632022 -1.208594  0.4299
51 H 0.860857 6.124722 -0.938194  0.4781

Forces on atoms 1 to 3 (eV/Å):
-0.95 0.24 1.72
-0.33 0.22 0.01
0.40 1.06 -0.02

The calculation puts the energy above the lowest of the compared OMol25 structures with the same formula, charge and spin at 2.296 eV. The value obtained for the HOMO-LUMO gap (spin up / spin down) is 3.99 / 3.98 eV. The net charge is +2.

=====

(3)
C20H20B3NO40S4 | wB97M-V/def2-TZVPD

Last column: Mulliken charge in e.
CARTESIAN COORDINATES (ANGSTROEM)
1 N 0.363403 0.732240 0.697792  1.2808
2 H 0.945062 -0.044639 0.418058  0.2259
3 H 0.229586 1.489409 0.042905  -0.0290
4 H 0.794808 0.983327 1.575822  0.2154
5 H -0.581975 0.405071 0.836750  0.0398
6 O -4.721284 -0.209279 2.999417  -0.6969
7 C -4.715338 0.083287 1.759736  0.3632
8 O -5.838355 -0.005782 1.000379  -0.4322
9 B -5.438927 0.699439 -0.243785  0.7202
10 O -3.934824 0.771458 -0.224602  0.1610
11 C -3.507685 0.672635 0.972730  0.2427
12 O -2.355402 0.672902 1.387099  -0.8227
13 O -5.877066 0.031897 -1.414487  -0.3137
14 C -6.514780 0.955951 -2.244073  0.6704
15 O -6.872884 0.678740 -3.363326  -0.6084
16 C -6.592741 2.309557 -1.493726  0.5224
17 O -6.010968 2.129037 -0.344374  -0.5521
18 O -7.048712 3.377961 -2.018168  -0.6801
19 O 1.717471 -7.903171 -2.710094  -0.6733
20 C 0.981602 -6.803050 -2.674314  0.5496
21 O 0.469279 -6.134456 -1.620657  -0.4354
22 B -0.034558 -4.810391 -2.162578  1.0774
23 O 0.089734 -4.886034 -3.624845  -0.4363
24 C 0.589519 -6.010029 -3.994320  0.6154
25 O 0.825899 -6.396309 -5.198522  -0.6904
26 O 0.770332 -3.677889 -1.629229  -0.5237
27 C 0.003376 -2.814001 -0.943024  0.2612
28 O 0.374812 -1.742932 -0.462971  -0.3465
29 C -1.507087 -3.374876 -0.997882  0.4973
30 O -1.423411 -4.505268 -1.673209  -0.5346
31 O -2.431965 -2.847031 -0.501958  -0.4368
32 O 0.002436 2.022473 -2.020887  -0.7711
33 C -0.973607 1.450273 -2.587268  0.5532
34 O -1.163330 0.161767 -2.718750  -0.1044
35 B -2.448194 -0.110300 -3.451500  1.3344
36 O -3.006917 1.241723 -3.712378  -0.4877
37 C -2.176895 2.185067 -3.340168  0.4072
38 O -2.356399 3.407874 -3.295841  -0.6876
39 O -2.101773 -0.824017 -4.709353  -0.6949
40 C -2.734070 -2.005851 -4.701932  0.4388
41 O -2.643844 -2.980593 -5.496858  -0.6766
42 C -3.610451 -2.041170 -3.408220  0.6296
43 O -3.342017 -1.001511 -2.785520  -0.3762
44 O -4.237476 -3.017151 -3.027188  -0.6597
45 C 5.381162 -1.200107 -1.028512  -0.3367
46 C 5.324743 -0.043050 0.036725  0.0868
47 O 4.930313 0.989817 -0.781629  -0.4229
48 S 3.669956 0.692947 -1.850129  0.8499
49 O 3.656378 1.274231 -3.175732  -0.5557
50 O 2.371977 0.591237 -1.094900  -0.2407
51 O 4.318344 -0.873488 -2.000912  -0.3915
52 H 5.228891 -2.191226 -0.601206  0.3142
53 H 6.343111 -1.217083 -1.540842  0.2574
54 H 6.287959 0.288681 0.424387  0.1868
55 H 4.700376 -0.350008 0.875789  0.0654
56 C -2.135852 5.331369 0.323567  -0.5570
57 C -1.245865 4.183026 -0.290060  0.3379
58 O -0.690770 3.513722 0.851202  0.0277
59 S -0.876418 4.335494 2.301476  1.1248
60 O 0.215117 5.272533 2.442582  -0.6011
61 O -1.191275 3.512588 3.435182  -0.5383
62 O -2.228035 5.048257 1.739650  -0.4090
63 H -2.990921 5.524313 -0.324287  0.4242
64 H -1.480194 6.188515 0.170203  0.3616
65 H -0.425761 4.560650 -0.900728  0.3117
66 H -1.846154 3.530249 -0.923810  -0.4386
67 C -1.093119 -1.644220 3.546459  -0.2778
68 C -0.311481 -2.572586 4.602282  -0.3715
69 O 0.667341 -3.138539 3.811258  -0.4525
70 S 1.294147 -1.951835 2.731983  1.0627
71 O 2.034329 -2.560967 1.628162  -0.4874
72 O 1.947560 -0.888002 3.500088  -0.5347
73 O -0.299871 -1.469223 2.372361  0.0273
74 H -1.357914 -0.752033 4.113892  0.1399
75 H -2.043825 -2.092931 3.258485  0.4026
76 H -0.796680 -3.411680 5.100893  0.3116
77 H 0.140205 -1.984951 5.401501  0.2466
78 C 6.551324 1.396818 3.309992  -0.4181
79 C 6.194253 2.753284 2.775323  -0.1324
80 O 4.956924 3.045031 3.179190  -0.3632
81 S 3.959139 1.697860 3.422840  0.9568
82 O 2.980918 1.541760 2.261903  -0.2826
83 O 3.324692 1.584901 4.716925  -0.5475
84 O 5.323370 0.676068 3.410112  -0.3850
85 H 6.995631 1.440458 4.304369  0.3151
86 H 7.222979 0.743026 2.753634  0.3146
87 H 6.161898 2.782836 1.686204  0.1935
88 H 6.876717 3.525899 3.129447  0.2894

Forces on atoms 1 to 3 (eV/Å):
0.09 -0.38 0.87
-0.09 -0.25 -1.41
0.92 0.38 -0.69

The calculation puts the energy above the lowest of the compared OMol25 structures with the same formula, charge and spin at 7.506 eV. The value obtained for the HOMO-LUMO gap is 7.19 eV. The net charge is -2.

=====

(4)
C20H20BF6IN6O2S4SbSn | wB97M-V/def2-TZVPD

Last column: Mulliken charge in e.
CARTESIAN COORDINATES (ANGSTROEM)
1 Sn 0.030044 0.742204 -0.143644  2.1477
2 C 3.530274 2.700239 -1.552947  -0.9516
3 N 3.486301 2.383632 -0.128070  0.2884
4 C 4.561458 1.938499 0.594198  -0.4566
5 C 4.127240 1.743920 1.865932  -0.4673
6 N 2.797995 2.063456 1.919134  0.1154
7 B 1.914213 1.912462 3.206918  0.2609
8 N 1.599977 0.367842 3.443394  0.2875
9 C 1.340951 -0.059235 4.721184  -0.6108
10 C 0.967131 -1.361915 4.670226  -0.5807
11 N 0.993430 -1.730716 3.351946  0.2526
12 C 0.663921 -3.073087 2.874892  -0.8633
13 C 1.366775 -0.659607 2.625893  -0.0043
14 S 1.623529 -0.741552 0.898619  -0.4306
15 C 2.426319 2.456382 0.700345  -0.1916
16 S 0.824776 2.968140 0.208484  -0.4058
17 H 4.468688 3.203751 -1.768529  0.3697
18 H 2.705051 3.359620 -1.800969  0.3549
19 H 3.461040 1.784136 -2.136863  0.3295
20 H 5.533468 1.819000 0.148834  0.5237
21 H 4.657297 1.417149 2.743018  0.5091
22 H 2.571064 2.258605 4.143359  -0.1263
23 H 0.887576 2.505686 3.054220  -0.0550
24 H 1.456653 0.601288 5.561492  0.5091
25 H 0.701760 -2.056885 5.447055  0.5384
26 H -0.415034 -3.205218 2.872686  0.2720
27 H 1.129765 -3.796412 3.538606  0.3726
28 H 1.048545 -3.208015 1.868587  0.3157
29 F -0.959932 0.849832 2.087350  -0.6167
30 Sb -2.583601 -0.184715 1.839142  2.2713
31 F -2.568156 -0.937089 3.530149  -0.5079
32 F -1.464011 -1.557616 1.213687  -0.4720
33 F -2.015749 0.620476 0.001900  -0.5182
34 F -4.063785 -0.977730 1.054121  -0.4934
35 F -3.533638 1.363423 2.199620  -0.4936
36 O 1.536827 -4.375596 -4.098947  -0.5892
37 S 1.433072 -3.898546 -2.764749  1.1815
38 O 2.247790 -4.403400 -1.711242  -0.5893
39 N 1.637862 -2.209114 -2.777223  -0.5772
40 C 0.558955 -1.641008 -2.431017  0.2781
41 S 0.599988 0.137305 -2.404766  -0.2715
42 C -0.624457 -2.487951 -2.139597  1.0229
43 C -1.928530 -2.152207 -1.829338  0.1721
44 C -2.844346 -3.176064 -1.601508  -0.9145
45 C -2.460474 -4.506536 -1.702509  -0.6189
46 C -1.155391 -4.850682 -2.048100  -0.6928
47 C -0.266048 -3.824442 -2.263722  -0.2990
48 H -2.260705 -1.128077 -1.765391  0.2633
49 H -3.864859 -2.926018 -1.344490  0.4563
50 H -3.186595 -5.287934 -1.523950  0.4416
51 H -0.854178 -5.884435 -2.151241  0.4711
52 I -3.506404 6.401019 -1.938614  0.5841
53 C -3.063948 4.500934 -2.406798  -0.1997
54 C -3.741350 3.822890 -3.439551  -0.1822
55 C -3.383851 2.520128 -3.671352  -1.0325
56 C -2.378769 1.941620 -2.884396  -0.0765
57 N -1.725969 2.575396 -1.898908  0.0738
58 C -2.056371 3.828117 -1.662639  -0.1136
59 H -4.510524 4.314211 -4.020233  0.4617
60 H -3.859314 1.936838 -4.447494  0.4763
61 H -2.072905 0.916380 -3.064310  0.4000
62 H -1.540842 4.347221 -0.861883  0.4011

Forces on atoms 1 to 3 (eV/Å):
0.81 -0.32 0.01
0.00 0.00 -0.02
0.02 0.05 0.02

As for the multiplicity: 2. The calculation puts the energy above the lowest of the compared OMol25 structures with the same formula, charge and spin at 1.443 eV. The value obtained for the HOMO-LUMO gap (spin up / spin down) is 7.27 / 3.33 eV. The net charge is +2.